1.
Computed, not measured: a structure of composition C57H59N4OP2RuS2, with the ωB97M-V functional and the def2-TZVPD basis.

The value obtained for the molar mass is 1043.28 g/mol. The calculation puts the energy above the lowest of the compared OMol25 structures with the same formula, charge and spin at 0.0 kJ/mol. Its calculated total energy is -110892.835 eV. The expectation value of S² is 0.7876. Its spin multiplicity is 2. As for the net charge: +2. As for the max |F|: 2.32 eV/A.

Each line ends with the Löwdin spin population.
Atoms and positions in Å:
1 Ru -0.02 -0.28 0.03  0.875
2 C -1.21 2.73 -0.22  0.000
3 C -2.28 2.42 -1.19  0.006
4 C -3.00 1.38 -0.74  0.002
5 C -2.32 0.82 0.49  0.035
6 C -1.21 1.83 0.79  0.008
7 C -0.66 2.19 2.16  0.004
8 C -4.11 -0.83 1.32  0.000
9 C -4.20 0.77 -1.41  0.000
10 C -2.46 3.21 -2.45  0.001
11 C -0.37 3.97 -0.30  -0.001
12 H -0.84 3.25 2.36  0.001
13 H 0.41 1.99 2.28  0.001
14 H -1.16 1.64 2.95  0.000
15 H -4.96 -0.40 0.81  0.000
16 H -4.47 -1.33 2.22  0.000
17 H -3.63 -1.57 0.67  0.000
18 H -4.10 -0.32 -1.52  0.000
19 H -4.36 1.20 -2.39  0.000
20 H -5.11 0.95 -0.83  0.000
21 H -3.22 2.77 -3.10  0.000
22 H -1.52 3.26 -3.00  0.000
23 H -2.78 4.23 -2.23  0.000
24 H -0.96 4.81 -0.67  0.000
25 H 0.46 3.84 -1.00  0.000
26 H 0.03 4.24 0.68  0.000
27 C -2.64 -6.77 -0.40  0.000
28 C -3.40 -5.47 -0.10  0.000
29 C -4.89 -5.77 0.10  0.000
30 C -2.81 -4.84 1.17  0.000
31 C -3.01 -5.39 2.43  -0.001
32 C -2.47 -4.82 3.58  0.000
33 C -1.73 -3.65 3.48  0.000
34 C -1.51 -3.07 2.23  0.000
35 P -0.74 -1.40 2.08  -0.005
36 C 0.53 -1.47 3.36  -0.002
37 C 1.35 -2.60 3.38  -0.001
38 C 2.42 -2.67 4.26  0.000
39 C 2.70 -1.60 5.11  0.000
40 C 1.89 -0.47 5.08  0.000
41 C 0.82 -0.40 4.20  0.000
42 C -2.13 -0.40 2.70  -0.011
43 C -3.07 0.28 1.72  0.002
44 C -3.84 1.39 2.36  -0.009
45 C -4.05 1.44 3.70  0.000
46 C -3.41 0.50 4.55  -0.015
47 C -2.43 -0.36 4.04  0.000
48 C -2.02 -3.71 1.12  0.000
49 O -1.71 -3.10 -0.04  -0.001
50 C -2.32 -3.46 -1.19  0.000
51 C -1.94 -2.66 -2.26  -0.001
52 C -2.57 -2.87 -3.48  0.001
53 C -3.52 -3.88 -3.60  0.000
54 C -3.80 -4.71 -2.52  0.001
55 C -3.20 -4.51 -1.28  0.000
56 P -0.44 -1.61 -1.99  0.013
57 C -0.33 -0.77 -3.59  0.002
58 C -1.34 0.15 -3.88  0.001
59 C -1.37 0.81 -5.09  0.000
60 C -0.37 0.57 -6.03  0.001
61 C 0.65 -0.33 -5.74  0.000
62 C 0.67 -0.99 -4.52  0.001
63 C 0.78 -2.99 -2.03  0.008
64 C 1.68 -3.18 -0.98  0.007
65 C 2.62 -4.20 -1.03  0.000
66 C 2.67 -5.05 -2.12  0.000
67 C 1.75 -4.90 -3.15  0.000
68 C 0.81 -3.88 -3.11  0.001
69 H -2.76 -7.48 0.42  0.000
70 H -1.57 -6.58 -0.53  0.000
71 H -3.02 -7.23 -1.32  0.000
72 H -5.04 -6.46 0.94  0.000
73 H -5.31 -6.24 -0.78  0.000
74 H -5.45 -4.86 0.31  0.000
75 H -3.60 -6.30 2.53  0.000
76 H -2.64 -5.27 4.54  0.000
77 H -1.32 -3.19 4.37  0.000
78 H 1.14 -3.43 2.72  0.000
79 H 3.04 -3.56 4.29  0.000
80 H 3.53 -1.66 5.79  0.000
81 H 2.11 0.36 5.74  0.000
82 H 0.21 0.50 4.19  0.000
83 H -1.86 -0.16 0.05  0.007
84 H -4.30 2.11 1.69  0.000
85 H -4.68 2.21 4.13  0.000
86 H -3.63 0.49 5.61  -0.001
87 H -1.85 -0.96 4.73  0.000
88 H -2.32 -2.26 -4.34  0.000
89 H -4.01 -4.04 -4.54  0.000
90 H -4.49 -5.53 -2.66  0.000
91 H -2.12 0.33 -3.14  0.000
92 H -2.16 1.52 -5.31  0.000
93 H -0.40 1.07 -6.99  0.000
94 H 1.42 -0.52 -6.48  0.000
95 H 1.47 -1.70 -4.31  0.000
96 H 1.61 -2.55 -0.11  0.005
97 H 3.32 -4.32 -0.21  0.000
98 H 3.41 -5.83 -2.17  0.000
99 H 1.76 -5.58 -3.99  0.000
100 H 0.08 -3.78 -3.91  0.000
101 N 2.80 2.47 0.77  0.009
102 C 3.25 1.21 0.77  0.016
103 S 2.20 -0.09 1.20  0.034
104 N 4.55 1.05 0.49  0.005
105 C 5.31 -0.15 0.36  0.001
106 C 6.23 -0.20 -0.69  0.000
107 C 7.00 -1.34 -0.89  0.000
108 C 6.86 -2.42 -0.04  0.000
109 C 5.97 -2.35 1.03  0.000
110 C 5.20 -1.22 1.24  0.001
111 H 1.81 2.61 0.87  0.000
112 H 3.37 3.25 0.48  0.001
113 H 5.04 1.88 0.19  0.000
114 H 6.35 0.66 -1.34  0.000
115 H 7.72 -1.36 -1.70  0.000
116 H 7.47 -3.31 -0.18  0.000
117 H 5.89 -3.18 1.72  0.000
118 H 4.54 -1.16 2.09  0.000
119 N 3.06 1.15 -3.59  0.000
120 C 2.51 0.58 -2.51  -0.001
121 N 3.09 -0.52 -2.04  0.000
122 S 1.15 1.31 -1.78  -0.007
123 H 3.82 0.73 -4.09  0.000
124 H 2.59 1.94 -4.01  0.000
125 H 3.90 -0.94 -2.47  0.000
126 H 2.71 -0.96 -1.21  0.002

2.
Computed, not measured: a cluster of 8 separate species, C57H59O23PS2 in total, with the ωB97M-V functional and the def2-TZVPD basis.

The value obtained for the molar mass is 1207.18 g/mol. Its calculated total energy is -138110.241 eV. Its spin multiplicity is 1. Its SMILES is CCCCCCCCCCC[C@]1(S(C)(=O)=O)OS(=O)(=O)O[C@H]1CP(=O)(O)O.O=C1C=CC(=O)C=C1.O=C1C=CC(=O)C=C1.O=C1C=CC(=O)C=C1.O=C1C=CC(=O)C=C1.O=C1C=CC(=O)C=C1.O=C1C=CC(=O)C=C1.O=C1C=CC(=O)C=C1. As for the max |F|: 2.07 eV/A.

Each line ends with the Löwdin charge.
Atoms and positions in Å:
1 C 2.91 -2.65 -1.26  -0.091
2 C 3.46 -1.94 -2.53  -0.249
3 C 2.43 -1.85 -3.67  -0.219
4 C 1.82 -0.44 -3.77  -0.203
5 C 0.86 -0.32 -4.98  -0.203
6 C -0.59 -0.08 -4.55  -0.216
7 C -0.75 1.25 -3.78  -0.196
8 C -2.20 1.78 -3.88  -0.183
9 C -2.95 1.82 -2.54  -0.183
10 C -4.49 1.90 -2.77  -0.165
11 C -5.30 0.88 -1.96  -0.129
12 C -5.48 -0.49 -2.62  -0.386
13 S -6.48 -0.33 -4.18  0.715
14 C -5.37 -0.26 -5.56  -0.108
15 O -7.34 -1.48 -4.29  -0.261
16 O -7.17 0.94 -4.16  -0.298
17 O -6.42 -1.20 -1.75  -0.166
18 S -5.67 -1.90 -0.54  0.631
19 O -6.25 -3.16 -0.27  -0.189
20 O -5.47 -1.00 0.55  -0.220
21 O -4.23 -1.99 -1.29  -0.131
22 C -4.24 -1.39 -2.58  -0.302
23 C -3.86 -2.40 -3.66  -0.129
24 P -5.00 -3.78 -3.98  0.434
25 O -6.09 -3.92 -3.02  -0.221
26 O -5.48 -3.60 -5.50  -0.131
27 O -4.09 -5.10 -3.98  -0.112
28 H 2.80 -1.94 -0.44  0.063
29 H 3.58 -3.44 -0.95  0.063
30 H 1.92 -3.07 -1.43  0.060
31 H 3.75 -0.93 -2.26  0.071
32 H 4.34 -2.49 -2.86  0.095
33 H 2.93 -2.05 -4.62  0.104
34 H 1.62 -2.57 -3.53  0.102
35 H 2.64 0.27 -3.89  0.109
36 H 1.31 -0.23 -2.83  0.104
37 H 1.15 0.57 -5.55  0.105
38 H 0.93 -1.20 -5.61  0.103
39 H -1.21 -0.05 -5.45  0.103
40 H -0.91 -0.89 -3.89  0.106
41 H -0.12 1.98 -4.30  0.113
42 H -0.43 1.13 -2.76  0.076
43 H -2.77 1.11 -4.52  0.070
44 H -2.19 2.77 -4.32  0.119
45 H -2.65 2.70 -1.97  0.109
46 H -2.70 0.95 -1.94  0.101
47 H -4.73 1.88 -3.83  0.095
48 H -4.80 2.89 -2.42  0.110
49 H -4.83 0.75 -0.99  0.126
50 H -6.30 1.25 -1.79  0.111
51 H -5.69 0.53 -6.22  0.083
52 H -4.37 -0.03 -5.21  0.039
53 H -5.33 -1.24 -6.04  0.056
54 H -3.37 -0.72 -2.58  0.131
55 H -2.94 -2.88 -3.31  0.110
56 H -3.60 -1.92 -4.60  0.086
57 H -6.17 -4.27 -5.63  0.102
58 H -3.54 -5.17 -4.77  0.084
59 C -0.57 4.27 1.80  0.027
60 C -0.36 4.19 0.49  0.024
61 C 0.15 2.95 -0.13  -0.377
62 O 0.35 2.87 -1.33  0.096
63 C 0.42 1.79 0.76  0.033
64 C 0.23 1.88 2.08  0.032
65 C -0.28 3.13 2.70  -0.364
66 O -0.46 3.22 3.89  0.098
67 H -0.94 5.17 2.27  0.124
68 H -0.56 5.02 -0.19  0.123
69 H 0.80 0.89 0.29  0.122
70 H 0.44 1.05 2.74  0.120
71 C -0.15 -3.83 6.43  0.031
72 C 0.62 -3.36 5.45  0.020
73 C 0.28 -3.58 4.03  -0.381
74 O 0.97 -3.15 3.13  0.096
75 C -0.95 -4.36 3.73  0.018
76 C -1.72 -4.84 4.71  0.020
77 C -1.38 -4.60 6.13  -0.378
78 O -2.08 -5.04 7.03  0.093
79 H 0.07 -3.68 7.48  0.086
80 H 1.51 -2.79 5.65  0.096
81 H -1.18 -4.52 2.69  0.119
82 H -2.62 -5.41 4.51  0.121
83 C 1.07 1.68 6.11  0.027
84 C 1.04 2.85 6.75  0.028
85 C 1.44 2.96 8.18  -0.383
86 O 1.40 4.03 8.76  0.107
87 C 1.87 1.72 8.87  0.020
88 C 1.90 0.55 8.24  0.024
89 C 1.51 0.44 6.81  -0.359
90 O 1.56 -0.62 6.24  0.096
91 H 0.78 1.59 5.08  0.086
92 H 0.73 3.76 6.26  0.116
93 H 2.15 1.83 9.91  0.121
94 H 2.21 -0.36 8.72  0.117
95 C -1.08 -5.19 11.77  0.026
96 C -1.03 -4.42 10.69  0.031
97 C 0.17 -3.61 10.38  -0.369
98 O 0.21 -2.91 9.39  0.077
99 C 1.32 -3.69 11.32  0.021
100 C 1.27 -4.46 12.40  0.023
101 C 0.06 -5.27 12.71  -0.385
102 O 0.02 -5.97 13.70  0.111
103 H -1.95 -5.79 12.02  0.124
104 H -1.85 -4.34 9.99  0.122
105 H 2.19 -3.09 11.07  0.119
106 H 2.09 -4.54 13.10  0.122
107 C -8.99 3.31 -3.27  0.032
108 C -7.95 3.54 -2.47  0.020
109 C -8.05 4.49 -1.34  -0.380
110 O -7.10 4.70 -0.61  0.099
111 C -9.34 5.18 -1.13  0.018
112 C -10.38 4.96 -1.93  0.021
113 C -10.28 4.00 -3.07  -0.379
114 O -11.23 3.81 -3.80  0.110
115 H -8.93 2.62 -4.10  0.108
116 H -7.00 3.05 -2.61  0.080
117 H -9.39 5.87 -0.29  0.120
118 H -11.34 5.45 -1.80  0.121
119 C 7.88 0.69 -4.71  0.009
120 C 6.89 0.75 -3.83  0.020
121 C 6.85 -0.15 -2.66  -0.377
122 O 5.94 -0.11 -1.86  0.097
123 C 7.96 -1.12 -2.49  0.028
124 C 8.96 -1.17 -3.37  0.017
125 C 9.00 -0.27 -4.54  -0.400
126 O 9.92 -0.31 -5.34  0.095
127 H 7.94 1.34 -5.57  0.124
128 H 6.07 1.45 -3.93  0.124
129 H 7.91 -1.77 -1.63  0.124
130 H 9.79 -1.87 -3.27  0.122
131 C 10.44 4.57 -3.22  0.021
132 C 11.56 5.10 -3.72  0.022
133 C 12.73 4.25 -4.05  -0.385
134 O 13.74 4.73 -4.51  0.111
135 C 12.61 2.79 -3.81  0.028
136 C 11.50 2.26 -3.31  0.022
137 C 10.33 3.11 -2.97  -0.377
138 O 9.31 2.63 -2.52  0.099
139 H 9.58 5.17 -2.96  0.122
140 H 11.67 6.16 -3.90  0.122
141 H 13.47 2.19 -4.07  0.125
142 H 11.39 1.20 -3.13  0.117

3.
Computed, not measured: a cluster of 8 separate species, C57H63Cl2O in total, with the ωB97M-V functional and the def2-TZVPD basis.

The value obtained for the molar mass is 835.04 g/mol. The calculation puts the energy above the lowest of the compared OMol25 structures with the same formula, charge and spin at 584.6 kJ/mol. Its calculated total energy is -87210.748 eV. Its spin multiplicity is 1. As for the net charge: -1. As for the max |F|: 5.02 eV/A.

Each line ends with the Löwdin charge.
Atoms and positions in Å:
1 C -1.66 -2.10 2.67  -0.107
2 C -0.46 -2.65 1.63  -0.303
3 O 0.72 -2.88 2.44  -0.268
4 C 1.94 -3.20 1.73  -0.326
5 C 1.76 -3.48 0.13  -0.231
6 C 1.11 -4.98 -0.22  -0.198
7 C 0.30 -5.03 -1.65  -0.205
8 C -0.81 -3.84 -1.87  -0.141
9 C -0.33 -2.56 -2.82  -0.036
10 C -1.26 -1.24 -3.14  -0.085
11 C -2.76 -1.17 -2.48  -0.095
12 C -3.27 -2.43 -1.54  -0.076
13 C -2.31 -3.76 -1.22  -0.039
14 C 2.83 -1.78 1.82  -0.646
15 Cl 2.02 -0.33 1.01  0.490
16 C 4.42 -2.01 1.41  -0.693
17 C 5.32 -0.62 1.68  -0.172
18 Cl 5.24 -3.41 2.29  0.470
19 H -2.05 -3.00 3.33  0.075
20 H -2.51 -1.65 1.97  0.069
21 H -1.16 -1.25 3.30  0.066
22 H -0.38 -1.83 0.80  0.094
23 H -0.91 -3.66 1.19  0.096
24 H 1.29 -2.62 -0.50  0.062
25 H 2.88 -3.58 -0.30  0.100
26 H 2.01 -5.75 -0.32  0.112
27 H 0.45 -5.35 0.68  0.098
28 H -0.30 -6.06 -1.69  0.091
29 H 1.07 -5.00 -2.52  0.108
30 H 0.76 -2.60 -3.29  0.093
31 H -0.84 -0.38 -3.81  0.072
32 H -3.40 -0.21 -2.71  0.069
33 H -4.36 -2.39 -1.07  0.075
34 H -2.71 -4.64 -0.53  0.082
35 H 2.85 -1.54 2.99  0.112
36 H 4.44 -2.16 0.23  0.098
37 H 6.15 -0.83 2.49  0.063
38 H 4.67 0.27 2.07  0.047
39 H 5.80 -0.25 0.65  0.081
40 C -2.46 1.71 5.22  -0.108
41 C -3.58 1.78 6.06  -0.099
42 C -4.85 1.92 5.51  -0.105
43 C -5.01 1.97 4.12  -0.101
44 C -3.90 1.89 3.29  -0.090
45 C -2.62 1.77 3.84  -0.102
46 H -1.47 1.61 5.65  0.106
47 H -3.45 1.73 7.13  0.098
48 H -5.72 1.98 6.16  0.095
49 H -6.01 2.07 3.70  0.096
50 H -4.03 1.93 2.21  0.102
51 H -1.75 1.71 3.19  0.107
52 C 1.08 6.98 5.63  -0.101
53 C -0.08 6.63 6.33  -0.102
54 C -0.81 5.50 5.94  -0.089
55 C -0.38 4.73 4.87  -0.085
56 C 0.78 5.08 4.17  -0.101
57 C 1.50 6.21 4.55  -0.104
58 H 1.64 7.86 5.93  0.097
59 H -0.41 7.23 7.17  0.097
60 H -1.71 5.23 6.48  0.100
61 H -0.94 3.85 4.57  0.076
62 H 1.11 4.48 3.33  0.108
63 H 2.40 6.49 4.01  0.099
64 C -2.03 -8.01 1.37  -0.083
65 C -2.06 -9.22 2.06  -0.096
66 C -2.21 -10.41 1.36  -0.104
67 C -2.33 -10.40 -0.03  -0.101
68 C -2.30 -9.19 -0.72  -0.094
69 C -2.16 -7.99 -0.02  -0.090
70 H -1.91 -7.07 1.92  0.104
71 H -1.95 -9.23 3.14  0.100
72 H -2.23 -11.36 1.90  0.095
73 H -2.44 -11.33 -0.57  0.096
74 H -2.39 -9.18 -1.80  0.086
75 H -2.14 -7.05 -0.56  0.075
76 C -2.39 7.23 -0.33  -0.098
77 C -1.29 7.56 -1.12  -0.105
78 C -0.02 7.61 -0.55  -0.097
79 C 0.15 7.32 0.80  -0.086
80 C -0.95 6.99 1.59  -0.085
81 C -2.22 6.95 1.02  -0.090
82 H -3.39 7.20 -0.78  0.098
83 H -1.42 7.78 -2.18  0.083
84 H 0.84 7.88 -1.16  0.095
85 H 1.14 7.36 1.25  0.099
86 H -0.82 6.76 2.64  0.086
87 H -3.08 6.69 1.63  0.100
88 C 5.70 3.63 -1.18  -0.104
89 C 6.23 4.51 -0.24  -0.111
90 C 5.76 4.51 1.07  -0.107
91 C 4.75 3.61 1.45  -0.095
92 C 4.22 2.73 0.51  -0.104
93 C 4.69 2.74 -0.81  -0.089
94 H 6.06 3.64 -2.20  0.095
95 H 7.02 5.20 -0.53  0.093
96 H 6.17 5.20 1.80  0.094
97 H 4.39 3.61 2.47  0.098
98 H 3.44 2.03 0.80  0.043
99 H 4.27 2.06 -1.54  0.103
100 C 0.87 9.67 -5.47  -0.099
101 C 0.49 8.77 -4.48  -0.099
102 C 0.68 7.40 -4.67  -0.092
103 C 1.26 6.94 -5.85  -0.093
104 C 1.64 7.84 -6.84  -0.100
105 C 1.45 9.21 -6.65  -0.102
106 H 0.72 10.74 -5.32  0.098
107 H 0.04 9.14 -3.55  0.088
108 H 0.37 6.70 -3.90  0.098
109 H 1.41 5.87 -5.99  0.102
110 H 2.10 7.48 -7.75  0.099
111 H 1.75 9.91 -7.42  0.097
112 C -1.06 -9.25 -4.54  -0.103
113 C -1.72 -8.07 -4.89  -0.090
114 C -2.47 -8.03 -6.07  -0.094
115 C -2.56 -9.15 -6.88  -0.103
116 C -1.90 -10.33 -6.52  -0.105
117 C -1.15 -10.38 -5.35  -0.099
118 H -0.48 -9.29 -3.62  0.099
119 H -1.66 -7.20 -4.26  0.101
120 H -2.98 -7.11 -6.35  0.101
121 H -3.15 -9.12 -7.80  0.097
122 H -1.98 -11.21 -7.16  0.096
123 H -0.63 -11.29 -5.08  0.098